Below is a 6-piece molecular cluster, C36H76O15 overall in a non-equilibrium geometry, with properties calculated with ωB97M-V/def2-TZVPD.

HOMO energy (eV): -9.180
DFT total energy (eV): -69265.12852
Total charge: 0
Kohn-Sham gap (eV): 9.67
Spin multiplicity: 1

Last column: Mulliken charge in e.
Element x y z (Å)
C1 -24.27009 8.03154 14.67075  -0.204
C2 -25.29085 8.33184 15.51721  -0.808
C3 -26.00051 7.35801 16.15181  -0.406
C4 -25.81746 6.02328 15.82723  -0.977
C5 -24.84439 5.69948 14.86665  -0.236
C6 -24.00412 6.72301 14.32446  -0.623
H1 -23.62809 8.79017 14.24799  0.421
H2 -25.54896 9.34538 15.78649  0.613
H3 -26.73155 7.57804 16.91572  0.424
H4 -26.32627 5.19269 16.29373  0.450
H5 -24.55686 4.66837 14.72333  0.736
H6 -23.10114 6.51223 13.77075  0.432
C7 -25.35745 0.59086 14.71041  -0.700
O1 -25.06711 0.87825 13.32693  -0.343
C8 -25.89709 1.99893 12.87421  0.060
C9 -25.62837 2.18561 11.35557  -0.547
O2 -26.18740 1.12656 10.46972  -0.452
C10 -25.99847 -0.23877 10.88786  -0.080
C11 -26.49015 -1.25715 9.88724  -0.691
O3 -25.94204 -1.19887 8.54148  -0.376
C12 -24.53950 -1.34918 8.34890  -0.647
H7 -26.42655 0.53681 14.91586  0.333
H8 -25.02015 1.40901 15.34678  0.189
H9 -24.79899 -0.28471 15.04146  0.275
H10 -25.68944 2.87438 13.48949  0.046
H11 -26.96893 1.80716 12.92417  0.412
H12 -24.56834 2.05033 11.14073  0.465
H13 -25.94612 3.18465 11.05718  0.089
H14 -26.41532 -0.43172 11.87635  0.270
H15 -24.94359 -0.48149 11.01594  0.260
H16 -27.54982 -1.17485 9.64553  0.320
H17 -26.33006 -2.26848 10.26097  0.380
H18 -24.32483 -1.61577 7.31403  0.258
H19 -24.10266 -2.04788 9.06241  0.312
H20 -24.03301 -0.40786 8.56216  0.210
C13 -28.87531 4.02820 11.74631  -0.381
O4 -28.58199 4.78189 12.89819  -0.427
C14 -28.00983 6.10645 12.69187  -0.440
C15 -26.78154 6.18591 11.76882  0.763
O5 -27.12666 5.99921 10.41814  -0.360
C16 -27.42447 7.23720 9.74274  -0.587
C17 -26.22939 7.93324 9.07322  -0.680
O6 -25.32609 8.31946 10.18189  0.034
C18 -24.14775 8.79380 9.64876  -0.819
H21 -29.62921 4.39907 11.05191  0.320
H22 -29.12261 3.02189 12.08440  0.281
H23 -27.92466 3.86997 11.23706  -0.045
H24 -27.79126 6.50490 13.68261  0.101
H25 -28.73604 6.78278 12.24097  0.389
H26 -26.04843 5.42440 12.03480  0.030
H27 -26.33070 7.15311 11.99101  -0.354
H28 -28.12794 7.88181 10.26970  0.318
H29 -27.97542 6.83753 8.89137  0.332
H30 -26.50393 8.87128 8.59072  0.338
H31 -25.72780 7.24520 8.39269  0.544
H32 -23.58650 9.01820 10.55581  0.262
H33 -24.25742 9.69319 9.04281  0.334
H34 -23.62795 8.01506 9.09066  0.156
C19 -23.10747 4.90639 18.01080  -0.513
O7 -22.65302 5.86622 18.92633  -0.395
C20 -22.21374 7.09143 18.33845  0.004
C21 -22.25009 8.25776 19.41901  -0.866
O8 -23.51201 8.82842 19.67815  -0.383
C22 -24.52893 7.95973 20.23008  -0.107
C23 -25.61976 8.76924 21.01057  -0.733
O9 -25.23982 9.14124 22.31785  -0.366
C24 -24.00001 9.83890 22.48434  -0.503
H35 -23.17396 3.92824 18.48714  0.330
H36 -22.59010 4.93591 17.05186  0.301
H37 -24.13143 5.20784 17.79001  0.125
H38 -22.84484 7.35086 17.48844  0.022
H39 -21.15865 7.05840 18.06678  0.371
H40 -21.64445 9.09503 19.07219  0.474
H41 -21.72745 8.05309 20.35339  0.399
H42 -23.98028 7.27732 20.87922  0.444
H43 -24.99510 7.53825 19.33949  0.091
H44 -26.48419 8.13121 21.19435  0.352
H45 -25.96399 9.59714 20.39073  0.343
H46 -23.79578 10.05762 23.53246  0.293
H47 -24.03103 10.76038 21.90296  0.283
H48 -23.13495 9.39091 21.99540  0.106
C25 -28.30333 10.33015 14.28602  -0.376
O10 -28.23263 10.39554 12.89647  -0.362
C26 -26.94646 10.67005 12.35150  -0.323
C27 -27.13624 10.83803 10.82979  -0.040
O11 -27.72182 12.08255 10.55057  -0.378
C28 -27.85344 12.35249 9.13175  -0.420
C29 -28.38190 13.76943 8.88143  -0.523
O12 -28.13214 14.11493 7.47296  -0.315
C30 -28.69673 15.33931 6.95457  -0.672
H49 -27.91524 11.22494 14.77268  0.347
H50 -27.84143 9.37393 14.53175  -0.092
H51 -29.32031 10.20050 14.65624  0.285
H52 -26.27198 9.83682 12.54876  0.028
H53 -26.46812 11.53742 12.80643  0.502
H54 -27.73456 10.00671 10.45690  0.024
H55 -26.12454 10.87797 10.42611  0.265
H56 -28.64158 11.69901 8.75774  0.243
H57 -26.97104 12.27872 8.49611  0.292
H58 -27.87250 14.49157 9.51951  0.350
H59 -29.43839 13.75041 9.14896  0.307
H60 -28.32633 15.67407 5.98563  0.228
H61 -28.40280 16.03725 7.73852  0.286
H62 -29.76726 15.20008 7.10522  0.293
C31 -15.45887 8.99031 8.26331  -0.725
O13 -16.31314 7.81588 8.32968  -0.333
C32 -17.69713 8.24124 8.55872  -0.489
C33 -18.40687 6.93515 9.04052  -0.343
O14 -19.74636 7.27003 9.15090  -0.305
C34 -20.72376 6.21101 9.42326  -0.228
C35 -20.55408 5.79048 10.90729  -0.612
O15 -21.20775 6.64024 11.87100  -0.178
C36 -20.49703 7.89492 12.13481  -0.705
H63 -15.47943 9.55908 9.19292  0.298
H64 -15.75332 9.65304 7.44956  0.300
H65 -14.45934 8.64702 7.99650  0.259
H66 -18.04716 8.59717 7.58976  0.298
H67 -17.74795 9.03435 9.30470  0.332
H68 -18.09536 6.62224 10.03710  0.223
H69 -18.02457 6.20008 8.33227  0.287
H70 -20.55947 5.30736 8.83631  0.390
H71 -21.72913 6.58955 9.23876  -0.031
H72 -19.52437 5.60143 11.21066  0.392
H73 -21.04419 4.82616 11.04137  0.372
H74 -19.50639 7.69709 12.54418  0.337
H75 -21.09313 8.38090 12.90722  0.192
H76 -20.44641 8.63260 11.33395  0.273

Cartesian forces (eV/Å) of the 6 atoms listed first:
0.93 -0.12 -1.16
-0.59 1.33 0.91
-1.12 -1.38 0.50
1.16 -0.42 -1.18
1.19 1.15 0.37
-0.97 -1.22 1.04